DFT (ωB97M-V/def2-TZVPD) results for the molecule C25H27N5O3 in a non-equilibrium geometry.

Multiplicity: 1
Structure (SMILES): COc1ccc(N2CCN(C(=O)CCCn3c(=O)c4cccn4c4cccnc43)CC2)cc1
Energy above the lowest of the compared OMol25 structures with the same formula, charge and spin in kcal/mol: 28.5
Electronic energy in eV: -39957.2707
Maximum force in eV/Å: 1.0
E_LUMO in eV: 0.31
Total charge: 0

Cartesian coordinates (Å):
O (-6.10, -0.40, 0.48)
O (-2.59, -0.78, 1.53)
O (7.38, 1.39, -0.20)
N (-0.53, -1.34, 0.84)
N (-4.20, -0.43, -0.76)
N (-3.59, 2.14, 0.04)
N (2.16, -0.47, 0.31)
N (-2.30, -0.50, -2.07)
C (-1.87, -1.53, 0.89)
C (-3.92, -2.75, 0.03)
C (-5.36, 2.39, 1.38)
C (-4.73, 1.52, 0.51)
C (-2.76, 1.51, -0.85)
C (-3.50, 3.37, 0.61)
C (1.10, 0.47, 0.61)
C (5.06, 1.70, -0.32)
C (0.04, -0.18, 1.50)
C (-1.62, 2.09, -1.39)
C (-3.07, 0.18, -1.23)
C (3.47, -0.04, 0.22)
C (1.83, -1.86, 0.49)
C (8.49, 0.57, 0.07)
C (5.85, -0.45, 0.36)
C (-2.39, -2.73, 0.12)
C (-4.58, 3.55, 1.43)
C (-0.84, 1.37, -2.28)
C (0.39, -2.13, 0.05)
C (4.55, -0.88, 0.49)
C (3.76, 1.26, -0.20)
C (-1.23, 0.07, -2.58)
C (-4.45, -1.83, -1.07)
C (6.13, 0.85, -0.05)
C (-5.09, 0.18, 0.11)
H (-0.65, -0.54, -3.26)
H (5.27, 2.71, -0.64)
H (1.51, 1.34, 1.14)
H (0.04, 1.80, -2.72)
H (1.96, -2.19, 1.54)
H (0.29, -1.87, -1.01)
H (-0.77, 0.51, 1.71)
H (8.50, 0.24, 1.11)
H (-3.97, -2.05, -2.03)
H (-6.28, 2.19, 1.90)
H (-2.69, 4.04, 0.39)
H (-4.34, -2.43, 0.98)
H (4.38, -1.89, 0.83)
H (-4.26, -3.76, -0.18)
H (-5.53, -1.95, -1.15)
H (0.18, -3.19, 0.18)
H (-1.35, 3.10, -1.13)
H (-2.06, -3.63, 0.66)
H (8.52, -0.30, -0.59)
H (6.65, -1.14, 0.58)
H (-4.79, 4.43, 2.02)
H (9.36, 1.19, -0.11)
H (0.62, 0.81, -0.31)
H (0.49, -0.48, 2.46)
H (2.95, 1.94, -0.45)
H (2.50, -2.46, -0.13)
H (-1.96, -2.74, -0.88)

natural (NBO) population analysis, charges in e, atoms 1 to 2: -0.593 -0.653

=====

DFT (ωB97M-V/def2-TZVPD) results for a structure of composition C24H21F3N4O4S in a non-equilibrium geometry.

Multiplicity: 1
Energy above the lowest of the compared OMol25 structures with the same formula, charge and spin in kcal/mol: 462.4
Electronic energy in eV: -58348.4836
Maximum force in eV/Å: 18.4
E_LUMO in eV: -1.03
Total charge: 0

Cartesian coordinates (Å):
S (-4.28, 3.40, 0.32)
F (-3.68, -3.32, -0.25)
F (2.97, 7.32, 0.38)
F (2.26, 8.60, 2.38)
O (-0.30, -6.28, -2.55)
O (1.76, -7.12, -3.52)
O (0.02, 3.23, -0.06)
O (3.70, -6.21, -3.12)
N (1.99, -3.35, -0.91)
N (-2.23, 1.52, 0.54)
N (-1.63, 3.79, 1.27)
N (-2.05, -1.31, 0.98)
C (2.73, -0.98, -1.29)
C (-1.58, -2.22, 0.22)
C (2.49, -6.30, -3.00)
C (1.87, 6.87, 0.87)
C (2.61, -4.39, -1.54)
C (2.89, -2.13, -0.62)
C (-1.00, 0.77, 1.15)
C (1.66, 7.44, 1.99)
C (-0.44, -4.39, -1.26)
C (-2.08, -3.23, -0.51)
C (-3.27, -0.69, 0.45)
C (0.29, -5.43, -2.16)
C (-2.54, 2.69, 0.89)
C (-2.83, 0.70, -0.18)
C (0.58, -3.38, -0.65)
C (-1.48, -0.25, 1.75)
C (1.37, 5.74, 0.54)
C (0.38, 5.06, 1.34)
C (0.13, 5.73, 2.44)
C (-0.16, 3.96, 0.70)
C (-0.13, -2.23, -0.16)
C (-1.75, -4.38, -1.20)
C (1.73, -5.30, -2.33)
C (0.65, 6.89, 2.95)
H (0.27, 7.34, 3.95)
H (1.54, 5.24, -0.46)
H (-3.78, -0.36, 1.31)
H (1.73, -0.56, -1.51)
H (0.64, -1.42, 0.40)
H (2.49, -1.93, 0.48)
H (-0.66, 5.27, 3.12)
H (-3.77, 1.35, -0.63)
H (-2.37, 0.16, -1.02)
H (-3.98, -1.34, -0.26)
H (3.61, -4.15, -1.66)
H (0.98, -7.16, -3.18)
H (-2.17, 4.36, 1.74)
H (3.71, -2.63, -0.16)
H (-0.49, -0.88, 2.06)
H (3.35, -0.07, -0.95)
H (-0.13, 0.79, 0.25)
H (-2.28, -5.26, -1.47)
H (-0.31, 1.73, 1.77)
H (2.98, -1.14, -2.33)
H (-2.02, -0.14, 2.71)

natural (NBO) population analysis, charges in e, atoms 1 to 2: -0.452 -0.468

=====

DFT (ωB97M-V/def2-TZVPD) results for a structure of composition C37H25BrN3O6PSSe2Zr in a non-equilibrium geometry.

Multiplicity: 1
Electronic energy in eV: -277678.1098
Maximum force in eV/Å: 1.1
E_LUMO in eV: -0.51
Total charge: 0

Cartesian coordinates (Å):
Zr (-0.18, 0.21, 0.20)
Br (-5.66, 5.48, -4.10)
Se (0.08, 2.44, 1.75)
Se (2.15, -0.44, 1.98)
S (-4.15, -2.33, -0.76)
P (1.86, 1.57, 2.66)
O (3.33, -4.03, -3.71)
O (3.84, -1.86, -3.70)
O (1.65, 0.69, -0.82)
O (-2.15, 1.31, 0.05)
O (3.02, 0.24, -2.55)
O (-0.78, 1.35, -1.63)
N (0.60, -3.05, -0.72)
N (-1.84, -1.21, -0.87)
N (0.84, -1.73, -0.66)
C (-1.26, -1.08, 1.82)
C (-3.32, 3.91, -3.80)
C (-3.08, -2.32, 3.63)
C (4.32, 4.70, 1.74)
C (-3.36, -2.31, 2.28)
C (5.57, 4.16, 1.96)
C (-2.77, 2.66, -1.82)
C (-1.91, -1.73, 4.09)
C (3.31, 2.61, 2.34)
C (-3.52, -1.93, -2.33)
C (-2.26, -1.34, -2.20)
C (-4.80, 3.94, -1.88)
C (2.21, -0.07, -1.69)
C (1.38, -3.65, -1.63)
C (-2.46, -1.70, 1.41)
C (1.77, -1.49, -1.56)
C (-4.09, -2.16, -3.58)
C (-4.48, 4.33, -3.17)
C (2.44, 0.82, 6.62)
C (-2.72, -1.70, -0.04)
C (5.70, 2.84, 2.37)
C (-3.36, -1.79, -4.69)
C (0.67, 2.32, 5.09)
C (2.16, -2.66, -2.21)
C (1.45, 1.57, 7.24)
C (-3.94, 3.10, -1.20)
C (3.18, 3.92, 1.92)
C (-1.53, -0.98, -3.33)
C (4.57, 2.06, 2.56)
C (-1.02, -1.13, 3.20)
C (0.56, 2.31, 6.48)
C (-1.87, 1.75, -1.10)
C (3.14, -2.91, -3.30)
C (-2.09, -1.21, -4.57)
C (-2.46, 3.07, -3.11)
C (1.67, 1.58, 4.46)
C (2.55, 0.82, 5.24)
H (3.57, -1.04, -3.22)
H (-5.06, -2.61, -3.68)
H (-3.10, 4.23, -4.80)
H (1.36, 1.56, 8.32)
H (3.13, 0.23, 7.20)
H (-0.12, -0.68, 3.61)
H (-3.76, -2.79, 4.33)
H (-0.56, -0.52, -3.24)
H (-0.22, 2.88, 6.96)
H (2.20, 4.34, 1.73)
H (-3.78, -1.95, -5.67)
H (3.30, 0.21, 4.76)
H (-1.68, -1.73, 5.14)
H (-5.71, 4.29, -1.41)
H (-1.55, 2.72, -3.57)
H (6.68, 2.41, 2.53)
H (-0.03, 2.89, 4.50)
H (-4.27, -2.78, 1.92)
H (1.35, -4.71, -1.81)
H (-1.54, -0.94, -5.46)
H (6.46, 4.77, 1.81)
H (4.22, 5.72, 1.40)
H (-4.16, 2.77, -0.20)
H (4.69, 1.03, 2.84)
H (-0.08, -3.45, -0.09)

natural (NBO) population analysis, charges in e, atoms 1 to 2: 1.960 0.072

=====

DFT (ωB97M-V/def2-TZVPD) results for a cluster of 12 separate species, H24O12 in total.

Multiplicity: 1
Structure (SMILES): O.O.O.O.O.O.O.O.O.O.O.O
Energy above the lowest of the compared OMol25 structures with the same formula, charge and spin in kcal/mol: 23.3
Electronic energy in eV: -24960.6840
Maximum force in eV/Å: 0.8
E_LUMO in eV: -0.52
Total charge: 0

Cartesian coordinates (Å):
O (2.92, 0.33, -2.19)
O (0.11, -3.14, -0.46)
O (-1.68, 0.98, -2.27)
O (2.26, 2.77, -1.00)
O (0.38, 0.13, 0.27)
O (-2.37, -1.68, 0.41)
O (2.63, -1.58, -0.13)
O (1.10, -1.50, 3.29)
O (-3.00, 1.06, 0.28)
O (-0.09, 3.22, 0.56)
O (-1.44, 0.00, 2.60)
O (0.66, -1.22, -2.61)
H (0.31, 1.09, 0.24)
H (0.26, -1.75, 2.89)
H (0.86, -2.06, -2.16)
H (-0.97, 1.53, -1.93)
H (-0.12, -0.87, -2.14)
H (3.07, -0.93, -0.70)
H (0.09, 3.98, 1.13)
H (-0.11, -4.06, -0.32)
H (-1.58, 0.49, 3.42)
H (2.35, 1.82, -1.23)
H (1.98, 0.05, -2.38)
H (-3.06, -2.07, 0.95)
H (-2.35, 1.12, 1.00)
H (-0.12, -0.12, 1.07)
H (0.88, -1.24, 4.19)
H (-2.28, 0.86, -1.51)
H (2.85, 3.23, -1.59)
H (-3.82, 1.44, 0.64)
H (3.32, 0.40, -3.07)
H (-0.62, -2.64, -0.07)
H (1.75, -1.20, 0.04)
H (-2.19, -0.61, 2.54)
H (-2.74, -0.84, 0.08)
H (0.76, 3.03, 0.13)

natural (NBO) population analysis, charges in e, atoms 1 to 2: -1.001 -0.962

=====

DFT (ωB97M-V/def2-TZVPD) results for the molecule C19H30N4O4S.

Multiplicity: 1
Structure (SMILES): Cc1cc(C(=O)N2CCCN(CCNC(=O)[C@@H]3CCS(=O)(=O)C3)CC2)[nH]c1C
Energy above the lowest of the compared OMol25 structures with the same formula, charge and spin in kcal/mol: 16.3
Electronic energy in eV: -45176.5104
Maximum force in eV/Å: 0.2
E_LUMO in eV: 0.38
Total charge: 0

Cartesian coordinates (Å):
S (2.79, 3.63, -3.16)
O (-2.80, 0.17, 2.89)
O (3.17, 3.70, -4.55)
O (3.07, 1.68, 0.05)
O (1.96, 4.67, -2.59)
N (-2.25, -2.38, 2.81)
N (-2.81, 0.51, 0.66)
N (-0.14, 1.02, -0.26)
N (2.30, -0.36, -0.56)
C (-1.61, 2.67, 0.98)
C (-1.63, -5.22, 0.58)
C (-1.92, -3.92, 1.27)
C (2.07, 2.01, -2.87)
C (-1.78, -4.62, 3.78)
C (2.85, 0.86, -0.82)
C (-2.48, 0.13, -0.70)
C (-0.65, 2.38, -0.17)
C (-2.18, -2.69, 0.63)
C (-1.98, -3.70, 2.63)
C (-2.96, 1.95, 0.89)
C (0.51, 0.55, 0.94)
C (4.26, 3.35, -2.19)
C (-2.39, -1.73, 1.61)
C (4.54, 1.87, -2.40)
C (-2.69, -0.29, 1.75)
C (3.19, 1.13, -2.28)
C (1.55, -0.56, 0.67)
C (-0.96, 0.06, -0.98)
H (-2.96, -0.81, -0.97)
H (-0.81, -4.46, 4.26)
H (1.23, 2.12, -2.19)
H (2.02, -0.90, -1.36)
H (-0.83, 0.19, -2.06)
H (5.25, 1.50, -1.67)
H (-0.60, -0.94, -0.73)
H (-3.54, 2.35, 0.05)
H (-2.21, -2.55, -0.44)
H (0.21, 3.05, -0.07)
H (-0.17, 0.16, 1.71)
H (4.03, 3.58, -1.15)
H (-2.12, -5.27, -0.39)
H (-1.81, -5.66, 3.44)
H (-2.38, -1.88, 3.68)
H (-1.80, 3.74, 1.03)
H (1.72, 1.66, -3.84)
H (4.95, 1.71, -3.40)
H (-1.14, 2.39, 1.93)
H (3.24, 0.18, -2.82)
H (-0.56, -5.37, 0.42)
H (-2.92, 0.89, -1.34)
H (2.23, -0.60, 1.52)
H (-1.12, 2.63, -1.13)
H (-1.99, -6.07, 1.17)
H (-3.53, 2.09, 1.80)
H (1.07, -1.54, 0.59)
H (5.03, 4.02, -2.58)
H (-2.55, -4.49, 4.54)
H (1.03, 1.40, 1.37)

natural (NBO) population analysis, charges in e, atoms 1 to 2: 2.177 -0.665

=====

DFT (ωB97M-V/def2-TZVPD) results for a structure of composition C24H52MgO16S5 in a non-equilibrium geometry.

Multiplicity: 1
Energy above the lowest of the compared OMol25 structures with the same formula, charge and spin in kcal/mol: 46.0
Electronic energy in eV: -118108.9767
Maximum force in eV/Å: 2.8
E_LUMO in eV: -0.02
Total charge: 0

Cartesian coordinates (Å):
S (4.96, -0.93, -4.33)
S (3.88, 3.16, 2.35)
S (2.54, -3.67, 1.48)
S (-1.90, -1.63, -3.07)
S (-1.15, -5.40, -0.69)
Mg (0.40, -2.40, -0.58)
O (1.43, -3.61, 0.47)
O (-1.59, 5.39, -3.71)
O (-5.47, -3.49, 1.24)
O (-4.91, -1.35, 1.23)
O (-1.31, 3.93, -2.03)
O (-2.72, 6.20, 2.80)
O (4.38, -1.96, -5.28)
O (1.47, -0.75, -0.51)
O (-0.93, -1.88, 0.88)
O (-0.72, 6.59, 3.77)
O (4.35, 2.82, 3.76)
O (0.22, 4.01, -3.60)
O (-0.80, -1.84, -2.06)
O (-0.59, -4.06, -1.16)
O (-0.97, 4.98, 2.19)
O (-3.85, -2.64, 2.65)
C (5.36, -1.68, -2.67)
C (-3.34, -1.37, 2.98)
C (-4.04, -0.49, 1.91)
C (0.67, 2.99, -2.75)
C (-3.23, 5.12, 2.07)
C (-4.83, -2.57, 1.71)
C (3.58, -0.01, -3.61)
C (4.13, 1.54, 1.43)
C (0.58, -0.03, 0.39)
C (-4.88, 0.64, 2.57)
C (2.13, 3.38, -2.37)
C (-2.05, 4.22, 1.63)
C (-0.97, 4.52, -3.18)
C (-0.15, -6.01, 0.68)
C (-2.66, -4.91, 0.18)
C (-0.86, -0.50, 0.68)
C (4.07, -2.92, 0.74)
C (-1.39, 5.98, 2.98)
C (-1.86, 2.77, 2.04)
C (-1.16, -0.61, -4.40)
C (2.05, 2.97, 2.50)
C (-0.24, 3.10, -1.55)
C (2.17, -2.64, 2.95)
C (-2.02, -3.17, -4.03)
H (-2.82, 2.28, 2.23)
H (-3.29, 0.01, 1.30)
H (-1.39, 0.02, 1.50)
H (4.49, -2.24, -2.33)
H (1.99, -1.63, 2.58)
H (2.68, 3.25, -3.31)
H (5.60, -0.84, -2.03)
H (0.62, 2.05, -3.31)
H (4.43, -2.06, 1.31)
H (4.99, 1.67, 0.77)
H (1.96, 2.08, 3.13)
H (-2.34, -4.21, 0.95)
H (-0.17, -1.07, -4.45)
H (-1.65, -0.84, -5.34)
H (6.11, -2.46, -2.77)
H (-3.64, -1.02, 3.97)
H (-4.27, 1.14, 3.32)
H (1.61, 3.76, 3.10)
H (-3.72, 5.47, 1.16)
H (-1.34, -3.29, -4.87)
H (-2.19, 4.30, 0.55)
H (1.34, -2.99, 3.55)
H (0.90, -6.12, 0.41)
H (2.18, 4.43, -2.12)
H (0.16, 3.53, -0.62)
H (4.85, -3.67, 0.65)
H (-0.68, 2.16, -1.23)
H (-3.47, -4.57, -0.45)
H (-1.54, -0.34, -0.18)
H (1.63, 2.94, 1.50)
H (-3.03, -3.41, -4.35)
H (2.83, -0.44, -2.95)
H (2.61, 2.72, -1.65)
H (-2.93, -5.82, 0.74)
H (-5.13, 1.45, 1.88)
H (-1.32, 2.30, 1.22)
H (3.01, -2.56, 3.63)
H (-0.55, -6.95, 1.05)
H (4.34, 0.83, 2.22)
H (3.72, -2.63, -0.25)
H (3.02, 0.62, -4.31)
H (3.33, 1.23, 0.76)
H (0.56, 1.07, 0.29)
H (-3.88, 4.56, 2.74)
H (-0.30, -5.30, 1.49)
H (-1.28, 2.58, 2.95)
H (1.09, -0.11, 1.36)
H (-1.82, -3.89, -3.24)
H (-2.27, -1.17, 2.87)
H (-5.79, 0.23, 3.00)
H (4.06, 0.72, -2.95)
H (-1.14, 0.46, -4.19)

Löwdin population analysis, charges in e, atoms 1 to 2: 0.854 0.850

=====

DFT (ωB97M-V/def2-TZVPD) results for a cluster of 2 separate species, C2H9N2O in total in a non-equilibrium geometry.

<S²>: 0.7776
Multiplicity: 2
Energy above the lowest of the compared OMol25 structures with the same formula, charge and spin in kcal/mol: 58.8
Electronic energy in eV: -7225.9024
Maximum force in eV/Å: 2.7
E_LUMO (spin up / spin down) in eV: -10.90 / -14.68
Total charge: +2

Cartesian coordinates (Å):
O (2.11, 0.78, 1.91)
N (-0.66, 0.56, 1.04)
N (-0.62, -0.09, -1.25)
C (-1.12, -0.09, 0.01)
C (-0.36, -1.18, -2.20)
H (-0.40, 0.84, -1.63)
H (2.94, 0.61, 1.47)
H (-1.36, -1.52, -2.59)
H (0.14, -2.07, -1.82)
H (-1.11, 0.26, 1.92)
H (0.27, -0.71, -2.95)
H (0.33, 0.82, 1.28)
H (2.05, 0.63, 2.86)
H (-1.79, -0.90, 0.25)

natural (NBO) population analysis, charges in e, atoms 1 to 2: -0.991 -0.482

=====

DFT (ωB97M-V/def2-TZVPD) results for a structure of composition C30H55N2O2P2V in a non-equilibrium geometry.

<S²>: 3.8207
Multiplicity: 4
Energy above the lowest of the compared OMol25 structures with the same formula, charge and spin in kcal/mol: 78.6
Electronic energy in eV: -83334.3473
Maximum force in eV/Å: 8.8
E_LUMO (spin up / spin down) in eV: -3.10 / -3.71
Total charge: +1

Cartesian coordinates (Å):
V (-0.40, 0.10, 0.42)
P (2.38, 0.62, 0.19)
P (-2.62, -0.81, 0.46)
O (-0.28, 2.27, 2.49)
O (-0.19, -1.54, 3.98)
N (-0.08, -1.63, -0.66)
N (-0.03, 1.00, -1.19)
C (-0.86, 1.38, -4.06)
C (0.21, 3.39, -3.00)
C (3.26, 2.92, -1.04)
C (2.28, -0.23, 2.92)
C (3.67, 0.86, -2.42)
C (-3.64, 1.72, 1.10)
C (0.41, 1.94, -3.43)
C (-3.55, -1.38, 3.02)
C (0.71, 1.06, -2.14)
C (1.57, -2.98, -1.76)
C (5.19, 1.30, -0.58)
C (1.47, 1.91, -4.51)
C (3.73, 1.46, -1.02)
C (-0.33, 1.40, 1.68)
C (-0.76, -3.52, -1.96)
C (-2.47, -1.84, -1.07)
C (0.58, -3.83, -2.21)
C (-3.24, -2.11, 1.70)
C (1.23, -1.81, -1.04)
C (3.29, 0.37, 1.94)
C (-2.11, -3.12, 1.93)
C (3.68, 1.76, 2.49)
C (4.46, -0.61, 1.87)
C (-0.45, -0.64, 5.06)
C (-3.88, 0.56, 0.12)
C (-3.64, 1.07, -1.31)
C (-4.48, -2.88, 1.20)
C (-1.05, -2.37, -1.23)
C (-5.33, 0.06, 0.25)
C (2.20, -0.79, -0.86)
H (-6.00, 0.89, -0.01)
H (-3.14, -2.70, -1.07)
H (-2.62, -1.00, 3.47)
H (0.84, -4.73, -2.77)
H (2.41, 2.37, -4.19)
H (2.62, -3.14, -2.01)
H (-0.72, 0.32, -4.34)
H (0.20, -2.36, 4.33)
H (1.66, 0.88, -4.87)
H (-1.69, -3.50, 0.99)
H (-0.79, 0.31, 4.62)
H (-1.70, 1.43, -3.34)
H (-5.56, -0.77, -0.43)
H (-0.14, 3.97, -3.86)
H (-1.12, 1.94, -4.98)
H (1.43, 0.43, 3.08)
H (2.63, 0.75, -2.76)
H (4.14, -0.13, -2.48)
H (-2.62, 1.45, -1.46)
H (-4.65, -3.74, 1.88)
H (1.88, -1.20, 2.57)
H (-1.58, -4.10, -2.36)
H (3.96, 3.56, -1.62)
H (3.19, -1.21, -1.09)
H (-4.36, -3.31, 0.20)
H (4.46, 2.27, 1.91)
H (-5.59, -0.23, 1.28)
H (5.85, 1.83, -1.29)
H (1.14, 3.84, -2.64)
H (4.05, 1.65, 3.52)
H (-4.34, 1.89, -1.50)
H (4.86, -0.76, 2.88)
H (2.27, 2.99, -1.50)
H (-3.84, 0.29, -2.07)
H (-1.30, -2.68, 2.54)
H (-1.25, -1.01, 5.73)
H (-3.61, 1.40, 2.15)
H (5.49, 0.24, -0.63)
H (-4.48, 2.43, 0.98)
H (-3.98, -2.10, 3.73)
H (-4.26, -0.55, 2.91)
H (2.76, -0.39, 3.89)
H (4.21, 1.51, -3.13)
H (1.08, 2.50, -5.36)
H (2.79, 2.41, 2.53)
H (4.12, -1.58, 1.49)
H (-2.71, 2.25, 0.88)
H (-2.52, -3.98, 2.49)
H (-0.53, 3.47, -2.18)
H (3.19, 3.35, -0.02)
H (-2.77, -1.25, -1.96)
H (5.30, -0.27, 1.26)
H (0.44, -0.43, 5.66)
H (-5.40, -2.29, 1.21)
H (5.39, 1.70, 0.41)

Löwdin population analysis, charges in e, atoms 1 to 2: 0.536 1.121

=====

Question: total charge of number 4 (H24O12)?
Answer: 0

=====

Question: Look up the multiplicity of the second one.
Answer: 1